{
  "formula": "C16H13F3N2O2",
  "method": "ωB97M-V/def2-TZVPD",
  "elements": ["C", "O", "C", "C", "C", "C", "C", "N", "N", "C", "O", "C", "C", "C", "C", "C", "C", "F", "F", "F", "C", "C", "C", "H", "H", "H", "H", "H", "H", "H", "H", "H", "H", "H", "H", "H"],
  "positions_angstrom": [[6.125582, 0.680065, -1.029865], [4.772500, 0.825213, -1.390510], [3.814883, 0.426355, -0.518782], [4.056771, -0.123020, 0.738218], [2.997403, -0.494930, 1.542752], [1.678255, -0.330306, 1.123283], [0.590837, -0.733010, 1.980740], [-0.624977, -0.594102, 1.625864], [-1.603238, -0.994789, 2.450627], [-2.938644, -0.842734, 2.212674], [-3.742321, -1.155184, 3.068845], [-3.345388, -0.269382, 0.899040], [-4.495595, 0.515421, 0.876332], [-4.945990, 1.070702, -0.307291], [-4.259373, 0.838465, -1.485874], [-3.123481, 0.037707, -1.465075], [-2.411838, -0.234627, -2.760524], [-3.067950, -1.134336, -3.520448], [-1.172309, -0.716638, -2.595676], [-2.290615, 0.868944, -3.519766], [-2.663015, -0.525066, -0.284483], [1.444049, 0.225250, -0.141376], [2.491909, 0.594802, -0.946455], [6.369125, 1.267578, -0.138961], [6.697534, 1.056913, -1.876112], [6.384941, -0.369179, -0.857198], [5.063672, -0.265969, 1.097687], [3.199417, -0.921865, 2.515007], [0.856236, -1.170508, 2.952052], [-1.363614, -1.383150, 3.369063], [-5.026155, 0.678741, 1.802226], [-5.834256, 1.682997, -0.315172], [-4.596817, 1.268328, -2.416773], [-1.786606, -1.152216, -0.289468], [0.426501, 0.354842, -0.471375], [2.322568, 1.018689, -1.923227]],
  "atomic_forces_ev_per_a": [[0.23, -0.03, 0.07], [-0.32, 0.03, -0.08], [-0.18, -0.07, 0.18], [0.40, 0.14, -0.32], [-0.56, 0.01, -0.05], [0.69, 0.19, -0.38], [-0.75, -0.29, 0.57], [0.61, 0.37, -0.44], [0.28, -0.57, 1.10], [-0.09, 0.05, -0.03], [-0.03, 0.04, 0.01], [-0.23, 0.10, -0.20], [0.17, -0.14, 0.12], [-0.01, 0.01, -0.11], [0.13, -0.09, 0.08], [0.05, -0.04, -0.07], [0.01, -0.09, -0.29], [-0.16, -0.08, 0.05], [0.16, -0.07, 0.26], [-0.09, 0.23, 0.05], [-0.14, 0.06, -0.22], [0.14, -0.09, 0.19], [0.22, 0.02, -0.05], [-0.02, -0.03, -0.03], [0.00, -0.04, 0.09], [-0.02, 0.04, 0.01], [0.09, 0.00, -0.01], [0.01, -0.04, 0.10], [-0.08, 0.01, -0.03], [-0.18, 0.13, -0.33], [-0.04, 0.00, 0.07], [-0.08, 0.06, 0.02], [-0.03, 0.05, -0.07], [-0.03, 0.02, -0.06], [-0.12, 0.04, -0.09], [-0.03, 0.06, -0.13]],
  "total_charge": 0,
  "e_lumo_ev": 0.2240,
  "largest_force_ev_per_a": 1.3,
  "orbital_gap_ev": 8.421,
  "energy_ev": -32030.491,
  "homo_energy_ev": -8.20,
  "smiles": "COc1ccc(/C=N/NC(=O)c2cccc(C(F)(F)F)c2)cc1"
}